Below is a molecular structure, C6H14AgN4O9, with properties calculated with ωB97M-V with the def2-TZVPD basis set.

Each line ends with the Löwdin spin population.
Atoms and positions in Å:
Ag  0.0332  0.3459  -1.1629  0.194
C  1.6666  -1.7947  -1.8588  0.000
O  1.4417  -1.5077  -0.6222  -0.001
O  2.2250  -2.8796  -2.2239  0.001
O  1.2048  -0.9288  -2.6784  0.025
C  -1.5336  2.3554  -2.5173  -0.008
O  -1.6478  2.0206  -1.3001  0.321
O  -0.5393  1.8615  -3.1026  0.320
O  -2.5214  2.9319  -3.0946  0.148
C  -2.9219  -2.6838  -0.1658  0.000
C  -2.8267  -1.3069  -0.8490  -0.001
O  -1.6206  -1.3836  -1.5998  0.000
H  -3.0723  -3.4441  -0.9341  0.000
H  -3.8474  -2.7280  0.4286  0.000
H  -2.1300  -2.9312  0.5372  0.000
H  -2.8607  -0.4704  -0.1533  0.000
H  -3.5905  -1.1418  -1.6170  0.000
H  -1.3805  -2.2749  -1.8581  0.000
C  0.2046  -0.3641  2.0937  0.000
O  -0.3733  0.1271  1.1341  0.004
N  1.0281  -1.4311  1.9478  0.000
N  -0.0048  0.0260  3.3772  0.000
H  1.4166  -1.9465  2.7101  0.000
H  1.2775  -1.5495  0.9432  0.000
H  -0.7152  0.7350  3.4762  0.000
H  -0.0403  -0.7231  4.0483  0.000
C  2.3362  2.2759  0.3166  0.000
O  1.6816  1.6176  -0.4585  -0.003
N  1.7958  3.0353  1.3287  0.000
N  3.7114  2.3533  0.2551  0.000
H  0.8509  3.3333  1.1522  0.000
H  2.4319  3.4922  1.9508  0.000
H  4.3020  1.9783  -0.4591  0.000
H  4.0184  3.0005  0.9558  0.000

Values from the calculation:
* gap between HOMO and LUMO (alpha / beta): 4.096 / 3.975 eV
* max |F|: 3.26 eV Å⁻¹
* charge: -2
* multiplicity: 2
* HOMO (alpha / beta): 0.7 / 0.8 eV
* lowest unoccupied orbital energy (alpha / beta): 0.1752 / 0.1752 hartree

---

Below is a gas-phase ion, C4H8NOS (charge +1), with properties calculated with ωB97M-V with the def2-TZVPD basis set.

Each line ends with the Mulliken charge.
Atoms and positions in Å:
C  0.5028  1.4796  0.1285  -0.131
N  0.5638  0.2857  -0.3679  0.089
C  1.8382  -0.3180  -0.6616  -0.963
C  -0.5044  -0.5098  -0.6930  -0.297
S  -2.2715  -0.2291  -0.2756  0.701
C  -3.0264  -0.5692  1.1660  -0.510
O  -3.0869  -0.6269  -1.3606  -0.476
H  1.3176  1.8845  0.7449  0.236
H  -0.4990  2.1559  0.0605  0.259
H  2.5406  0.2162  -0.0965  0.327
H  2.1988  -0.1711  -1.8191  0.327
H  1.8406  -1.3411  -0.4626  0.410
H  -0.4260  -1.0509  -1.6534  0.388
H  -2.6861  -0.2770  2.1270  0.331
H  -4.1603  -0.5860  1.1318  0.307

Values from the calculation:
* gap between HOMO and LUMO (alpha / beta): 7.058 / 6.958 eV
* max |F|: 3.92 eV Å⁻¹
* charge: +1
* HOMO (alpha / beta): -13.0 / -13.0 eV
* structure (SMILES): C=[N+](C)C=S(=C)=O
* lowest unoccupied orbital energy (alpha / beta): -0.2197 / -0.2228 hartree

---

Below is a molecular structure, C26H51BHfN7O3PS2Si, with properties calculated with ωB97M-V with the def2-TZVPD basis set.

Each line ends with the Mulliken charge.
Atoms and positions in Å:
Hf  -0.1900  0.1147  -0.0604  1.264
C  2.1343  -3.0738  2.7889  -2.093
C  1.8035  -1.9247  1.8712  0.425
S  0.1622  -2.0266  1.1847  -0.546
C  2.6559  -0.9324  1.5789  1.033
C  4.0535  -0.8603  2.1266  -1.663
S  2.2813  0.4201  0.4884  -0.371
H  1.2592  -3.7096  2.8882  0.494
H  2.4159  -2.7153  3.7769  0.378
H  2.9522  -3.6747  2.3936  0.351
H  4.2607  -1.6870  2.7982  0.491
H  4.1920  0.0806  2.6575  0.293
H  4.7709  -0.8800  1.3065  0.282
C  -0.7671  0.4655  3.7096  -1.115
C  -0.3708  1.6670  2.9083  0.411
C  0.0143  2.8421  3.5181  -0.906
C  0.3222  3.9433  2.7169  -0.784
C  0.2714  3.8315  1.3545  -0.836
C  -0.0744  2.5961  0.7621  0.696
N  -0.4227  1.5470  1.5713  0.811
N  -0.0578  2.2940  -0.5387  0.680
Si  0.0260  3.5442  -1.7537  0.177
C  1.7241  4.4244  -1.8944  -1.284
C  -1.3395  4.8556  -1.4377  -1.151
C  -0.2429  2.8502  -3.5119  -1.066
H  -1.7908  0.5818  4.0629  0.252
H  -0.1248  0.3505  4.5786  0.493
H  -0.7168  -0.4389  3.1028  -0.138
H  0.0755  2.9049  4.5919  0.524
H  0.6166  4.8792  3.1676  0.437
H  0.5372  4.6537  0.7178  0.323
H  1.9598  5.0406  -1.0348  0.381
H  1.7232  5.0672  -2.7692  0.374
H  2.5325  3.7101  -2.0097  0.321
H  -0.9912  5.7054  -0.8573  0.401
H  -2.1828  4.4165  -0.9107  0.273
H  -1.7157  5.2401  -2.3808  0.426
H  0.6633  2.4282  -3.9374  0.321
H  -0.5437  3.6677  -4.1622  0.576
H  -1.0352  2.1105  -3.5456  0.112
C  -0.0167  -2.2828  -2.6244  -0.471
N  0.8864  -1.3330  -1.9363  0.984
C  2.0974  -2.1066  -1.5463  -0.750
N  2.7375  -2.7342  -2.6831  0.161
C  1.7903  -3.6379  -3.3193  -0.687
N  0.6031  -2.9179  -3.7743  0.172
C  1.0306  -1.8835  -4.7121  -0.694
N  1.9537  -0.9437  -4.0896  0.108
C  1.3130  -0.3282  -2.9406  -0.395
C  3.1172  -1.6922  -3.6285  -0.705
H  -0.9159  -1.7516  -2.9525  -0.119
H  -0.3044  -3.0620  -1.9106  0.005
H  1.8064  -2.8727  -0.8221  0.035
H  2.8117  -1.4264  -1.0732  0.045
H  1.4931  -4.4066  -2.5986  0.320
H  2.2628  -4.1230  -4.1785  0.327
H  0.1514  -1.3477  -5.0766  0.329
H  1.5309  -2.3631  -5.5580  0.374
H  0.4330  0.2291  -3.2772  -0.304
H  2.0197  0.3607  -2.4586  0.241
H  3.8107  -1.0075  -3.1336  0.351
H  3.6111  -2.1424  -4.4926  0.334
B  -3.6922  1.7955  -1.9232  0.644
C  -2.5023  0.8554  -1.8043  -0.768
N  -1.5528  0.1714  -1.7043  0.022
H  -3.5923  2.4700  -0.9313  -0.066
H  -4.7107  1.1662  -1.9384  -0.174
H  -3.5246  2.4406  -2.9136  -0.091
C  -4.3234  -4.7592  0.3207  -0.908
C  -2.9600  -4.3298  0.8416  -0.377
O  -2.9202  -2.9287  1.0493  -0.213
P  -2.4600  -1.9070  -0.1282  0.632
O  -3.8877  -1.8295  -0.9366  -0.369
C  -3.9634  -1.9926  -2.3503  0.121
C  -5.4229  -2.0316  -2.7855  -1.505
O  -2.5296  -0.5466  0.8019  -0.465
C  -3.7820  0.0002  1.2659  -0.325
C  -4.3587  -0.7281  2.4679  -1.154
H  -4.3499  -5.8321  0.1486  0.431
H  -4.5344  -4.2369  -0.6065  0.069
H  -5.0877  -4.4922  1.0471  0.284
H  -2.1626  -4.6426  0.1559  0.270
H  -2.7713  -4.7741  1.8214  0.350
H  -3.4722  -2.9305  -2.6415  0.334
H  -3.4526  -1.1550  -2.8337  0.139
H  -5.9511  -2.8318  -2.2735  0.339
H  -5.4668  -2.2100  -3.8575  0.415
H  -5.9149  -1.0882  -2.5622  0.279
H  -4.4977  -0.0152  0.4424  0.264
H  -3.5530  1.0408  1.5168  0.322
H  -4.6087  -1.7500  2.2049  0.148
H  -5.2568  -0.2076  2.7895  0.443
H  -3.6484  -0.7504  3.2882  0.201

Values from the calculation:
* gap between HOMO and LUMO: 7.164 eV
* max |F|: 2.18 eV Å⁻¹
* HOMO: -7.2 eV
* lowest unoccupied orbital energy: 0.0000 hartree

---

Below is 13 unconnected molecules or ions with the total composition C80H53F5NO24, with properties calculated with ωB97M-V with the def2-TZVPD basis set.

Each line ends with the Mulliken charge.
Atoms and positions in Å:
N  1.9532  0.0537  -0.3938  -0.235
C  1.1772  -0.6377  -1.2427  0.587
F  1.4466  -2.0817  -1.2655  -0.196
F  1.4148  -0.2490  -2.5421  -0.358
C  -0.3306  -0.6009  -0.9945  -0.343
C  -0.9002  0.5925  -0.5288  0.453
C  -2.2493  0.6946  -0.2904  -0.452
C  -3.0708  -0.4164  -0.4927  -1.221
C  -2.5171  -1.6175  -0.9356  0.036
C  -3.3944  -2.8045  -1.0985  0.891
F  -2.8634  -3.7814  -1.8343  -0.300
F  -4.5805  -2.5014  -1.6707  -0.252
F  -3.7194  -3.3587  0.0892  -0.278
C  -1.1469  -1.7132  -1.1948  -0.473
H  1.7872  -0.3457  0.5238  0.001
H  -0.2360  1.4091  -0.3402  -0.052
H  -2.6650  1.6106  0.0759  0.493
H  -4.1265  -0.3487  -0.2927  0.407
H  -0.7154  -2.6365  -1.5253  0.574
C  -1.1661  3.7659  2.4944  -0.134
C  -0.7595  4.5571  3.4808  -0.145
C  0.0827  5.7477  3.2161  0.066
O  0.4892  6.4292  4.1393  -0.604
C  0.4523  6.0427  1.8184  -0.636
C  0.0497  5.2530  0.8271  -0.424
C  -0.7905  4.0543  1.0869  0.428
O  -1.1496  3.3264  0.1872  -0.559
H  -1.7717  2.8841  2.6645  0.495
H  -1.0081  4.3677  4.5165  0.576
H  1.0853  6.9057  1.6564  0.462
H  0.3138  5.4160  -0.2017  0.304
C  -6.7229  -4.5395  -4.5693  -0.359
C  -6.8929  -3.4229  -3.8652  -0.375
C  -8.0235  -2.5009  -4.1498  0.302
O  -8.1871  -1.4829  -3.5157  -0.548
C  -8.9542  -2.8742  -5.2481  -0.405
C  -8.7811  -3.9901  -5.9491  -0.393
C  -7.6520  -4.9101  -5.6626  0.361
O  -7.5050  -5.9295  -6.3067  -0.468
H  -5.9065  -5.2249  -4.3798  0.452
H  -6.2254  -3.1374  -3.0634  0.602
H  -9.7700  -2.1879  -5.4369  0.396
H  -9.4446  -4.2834  -6.7528  0.424
C  -0.5101  9.0449  8.8521  -0.392
C  -0.3175  10.3162  8.5129  -0.434
C  0.0938  10.6966  7.1327  0.334
O  0.2714  11.8595  6.8382  -0.561
C  0.2925  9.6036  6.1501  -0.450
C  0.0991  8.3309  6.4867  -0.359
C  -0.3282  7.9598  7.8562  0.257
O  -0.5199  6.7941  8.1376  -0.466
H  -0.8149  8.7439  9.8466  0.427
H  -0.4491  11.1318  9.2126  0.383
H  0.6138  9.8988  5.1592  0.452
H  0.2805  7.4954  5.8168  0.863
C  2.9248  2.8593  -1.9248  -0.628
C  3.6290  2.2677  -2.8872  0.162
C  4.4756  3.0466  -3.8167  0.048
O  5.1218  2.5039  -4.6929  -0.666
C  4.5207  4.5208  -3.6443  -0.693
C  3.8227  5.1160  -2.6847  -0.788
C  2.9719  4.3315  -1.7549  0.495
O  2.3444  4.8929  -0.8742  -0.480
H  2.3138  2.2900  -1.2272  0.604
H  3.6121  1.1970  -3.0196  0.843
H  5.1467  5.0729  -4.3331  0.507
H  3.8416  6.1891  -2.5361  0.575
C  -0.8588  3.7434  7.0253  -0.323
C  0.3997  3.3188  6.9541  -0.380
C  0.7551  2.1038  6.1726  0.390
O  1.9034  1.7220  6.0856  -0.615
C  -0.3495  1.3735  5.4912  -0.268
C  -1.6045  1.7988  5.5695  -0.459
C  -1.9485  3.0175  6.3295  0.547
O  -3.0971  3.4182  6.3858  -0.746
H  -1.1537  4.6366  7.5582  0.566
H  1.2159  3.8368  7.4411  0.502
H  -0.0684  0.4955  4.9257  0.365
H  -2.4234  1.2887  5.0777  0.534
C  2.7066  -5.9715  -0.6437  -0.498
C  2.1047  -4.8050  -0.4133  -0.120
C  1.3260  -4.5827  0.8403  0.236
O  0.7675  -3.5386  1.0758  -0.442
C  1.2574  -5.7131  1.8105  -0.501
C  1.8632  -6.8712  1.5696  -0.499
C  2.6348  -7.0862  0.3233  0.424
O  3.1885  -8.1527  0.1146  -0.650
H  3.2749  -6.1576  -1.5465  0.467
H  2.1460  -3.9760  -1.1061  0.753
H  0.6878  -5.5311  2.7133  0.404
H  1.8259  -7.7050  2.2597  0.405
C  4.0991  1.7173  0.5105  0.932
C  2.8434  1.7015  0.9498  0.548
C  2.5413  1.4697  2.3860  0.106
O  1.3993  1.4531  2.7868  -0.453
C  3.6831  1.2562  3.3145  -0.718
C  4.9362  1.2722  2.8682  -0.558
C  5.2431  1.5053  1.4332  -0.195
O  6.3887  1.5206  1.0318  -0.572
H  4.3478  1.8833  -0.5300  0.494
H  1.9905  1.8519  0.2965  -0.754
H  3.4295  1.0900  4.3538  0.496
H  5.7874  1.1187  3.5195  0.453
C  8.8195  -1.1913  -2.0883  -0.410
C  8.5074  0.0197  -1.6377  -0.391
C  7.4029  0.8046  -2.2483  0.579
O  7.1234  1.9119  -1.8389  -0.532
C  6.6608  0.1875  -3.3753  0.075
C  6.9754  -1.0255  -3.8235  -0.619
C  8.0773  -1.8103  -3.2182  0.330
O  8.3708  -2.9160  -3.6228  -0.587
H  9.6193  -1.7836  -1.6618  0.400
H  9.0330  0.4899  -0.8160  0.433
H  5.8617  0.7814  -3.7978  0.210
H  6.4475  -1.4958  -4.6431  0.448
C  -7.1004  -8.9856  -7.5243  -0.266
C  -5.8416  -9.0912  -7.1073  -0.277
C  -5.0563  -10.3309  -7.3303  0.279
O  -3.9102  -10.4339  -6.9515  -0.532
C  -5.7301  -11.4508  -8.0394  -0.401
C  -6.9881  -11.3462  -8.4565  -0.380
C  -7.7725  -10.1039  -8.2322  0.347
O  -8.9191  -10.0131  -8.6163  -0.551
H  -7.6852  -8.0882  -7.3682  0.538
H  -5.3351  -8.2863  -6.5903  0.465
H  -5.1377  -12.3443  -8.1911  0.400
H  -7.4994  -12.1481  -8.9740  0.404
C  0.3395  7.6508  -4.8020  -0.442
C  1.5536  7.1075  -4.7791  -0.133
C  2.7104  7.7782  -5.4263  0.334
O  3.8172  7.2848  -5.4102  -0.503
C  2.4608  9.0795  -6.0980  -0.385
C  1.2474  9.6225  -6.1203  -0.420
C  0.0898  8.9516  -5.4734  0.340
O  -1.0141  9.4504  -5.4947  -0.547
H  -0.5176  7.1795  -4.3382  0.457
H  1.7571  6.1607  -4.2951  0.491
H  3.3188  9.5494  -6.5618  0.416
H  1.0412  10.5688  -6.6038  0.395
C  -4.6220  2.2087  8.9190  -0.028
C  -5.8979  2.2218  9.2963  -0.538
C  -6.2853  2.0001  10.7113  0.318
O  -7.4459  2.0092  11.0614  -0.556
C  -5.1931  1.7636  11.6922  -0.378
C  -3.9178  1.7499  11.3163  -0.450
C  -3.5332  1.9722  9.8985  0.533
O  -2.3697  1.9596  9.5560  -0.519
H  -4.3114  2.3670  7.8949  0.355
H  -6.7082  2.3934  8.5994  0.433
H  -5.5000  1.6049  12.7183  0.396
H  -3.1060  1.5789  12.0120  0.411
C  4.1178  -10.7020  -2.4349  -0.414
C  3.3416  -9.6311  -2.5826  -0.154
C  2.7017  -9.3260  -3.8872  0.379
O  1.9957  -8.3515  -4.0304  -0.545
C  2.9573  -10.2581  -5.0175  -0.414
C  3.7333  -11.3267  -4.8644  -0.385
C  4.3749  -11.6335  -3.5592  0.356
O  5.0802  -12.6123  -3.4266  -0.560
H  4.5950  -10.9434  -1.4935  0.443
H  3.1458  -8.9437  -1.7683  0.528
H  2.4790  -10.0138  -5.9577  0.416
H  3.9360  -12.0203  -5.6707  0.401

Values from the calculation:
* gap between HOMO and LUMO: 4.474 eV
* max |F|: 1.96 eV Å⁻¹
* charge: -1
* HOMO: -4.9 eV
* lowest unoccupied orbital energy: -0.0153 hartree